one:
Density functional theory data (ωB97M-V/def2-TZVPD) for a structure of composition C6H12N2O.

```
! wB97M-V def2-TZVPD RIJCOSX def2/J DEFGRID3
* xyz 0 1
H -3.2720 -0.5622 0.0937
H 0.4829 2.2616 -0.7884
C -1.0317 0.1201 -1.5652
C -1.4026 0.3764 -0.1798
N 1.1740 -0.3038 0.6277
H -1.5461 -0.7376 -1.9938
H -0.1892 -1.4310 1.7153
H -0.3096 1.1522 1.7625
O 2.5221 0.6847 -0.9606
H 1.5090 -1.7701 2.0605
H 2.2702 1.4790 -0.4539
C -2.4276 -0.0490 0.5404
H 0.7223 -2.3825 0.5689
H -1.1566 1.0027 -2.1947
C 0.7965 -1.5436 1.2677
N 0.3658 2.2598 0.2239
C -0.0907 1.1663 0.6989
H 2.1499 -1.3130 -0.9357
H 0.0911 -0.1353 -1.5981
H -2.4767 0.0936 1.6119
C 1.8189 -0.3683 -0.5013
*
```

Lowest unoccupied orbital energy   0.467 eV
HOMO   -8.3 eV
Orbital gap   8.7 eV

natural (NBO) atomic charge list, values in e, 5 entries:
1. H 0.1974
2. H 0.3164
3. C -0.6672
4. C 0.0006
5. N -0.4477

***

two:
Density functional theory data (ωB97M-V/def2-TZVPD) for an isolated molecule of C6H12N2O.

```
! wB97M-V def2-TZVPD RIJCOSX def2/J DEFGRID3
* xyz 0 1
H -2.6295 -0.0764 1.8792
C 2.5097 0.3659 -1.3803
H 0.6710 -0.7280 -1.6298
H -0.8185 -0.8911 2.9006
C -1.4027 -0.8548 0.2732
N 0.0521 -0.8308 2.3914
H 3.1440 -0.5147 -1.3324
H 0.0790 1.6299 -2.0195
H 1.8778 -0.2374 0.9901
H -3.4362 -0.1124 0.3164
N 1.1097 -0.5470 0.4058
C 0.1853 1.2394 -0.9833
H 2.9270 1.1486 -0.7431
H -1.6639 -1.8923 0.4985
H 2.4883 0.7195 -2.4074
C -2.4816 0.0760 0.8117
O -0.1025 1.9261 -0.0289
C 1.0937 0.0101 -0.9306
H -1.3816 -0.8613 -0.8155
C -0.0205 -0.6867 1.1428
H -2.2008 1.1173 0.6611
*
```

Lowest unoccupied orbital energy   0.719 eV
HOMO   -8.8 eV
Orbital gap   9.5 eV
SMILES   [H]/N=C(\CC)N[C@H](C)C=O

natural (NBO) atomic charge list, values in e, 5 entries:
1. H 0.2044
2. C -0.6052
3. H 0.2039
4. H 0.3485
5. C -0.4930

***

Relative energies with respect to the most stable structure, expressed in eV: one 2.828; two 0.000.

***

one:
Density functional theory data (ωB97M-V/def2-TZVPD) for an isolated molecule of CH3IS.

```
! wB97M-V def2-TZVPD RIJCOSX def2/J DEFGRID3
* xyz 0 1
S -1.3604 0.9708 -0.4093
I 2.1523 -0.1372 -0.3109
C 0.0572 -0.7132 -0.0016
H -0.5234 1.7535 0.3689
H -0.2289 -1.4075 -0.6665
H -0.0967 -0.4664 1.0195
*
```

Lowest unoccupied orbital energy   -0.450 eV
HOMO   -9.3 eV
Orbital gap   8.9 eV
SMILES   SCI

natural (NBO) atomic charge list, values in e, 5 entries:
1. S -0.1929
2. I 0.0948
3. C -0.4611
4. H 0.1331
5. H 0.1939

***

two:
Density functional theory data (ωB97M-V/def2-TZVPD) for an isolated molecule of CH3IS.

```
! wB97M-V def2-TZVPD RIJCOSX def2/J DEFGRID3
* xyz 0 1
H 3.7523 1.6892 1.4633
C 2.9218 1.5623 0.8721
H 3.1542 2.2716 -0.0171
H 0.3579 0.0332 -0.0982
S 0.8426 -1.1777 -0.2779
I 2.9857 -0.3414 -0.0288
*
```

Lowest unoccupied orbital energy   -0.710 eV
HOMO   -8.0 eV
Orbital gap   7.3 eV

natural (NBO) atomic charge list, values in e, 5 entries:
1. H 0.1767
2. C -0.9342
3. H 0.1825
4. H 0.1561
5. S -0.2563

***

Relative energies with respect to the most stable structure, expressed in eV: one 0.000; two 2.266.

***

one:
Density functional theory data (ωB97M-V/def2-TZVPD) for an isolated molecule of C6H15N.

```
! wB97M-V def2-TZVPD RIJCOSX def2/J DEFGRID3
* xyz 0 1
H 0.2907 -1.2355 1.1777
H -3.5172 0.7532 1.2227
H -3.4382 0.1198 -0.5273
C -2.8495 0.3000 0.4321
C -0.0851 -0.6214 0.2782
H -1.5977 0.9924 -1.2793
H 3.9836 -1.2992 -0.2914
H -0.8884 0.6701 1.8653
H 0.5383 0.3179 -1.6728
H 0.9905 -1.2749 -1.6578
C -0.4955 0.7831 0.6765
H -0.8855 -1.1684 -0.1197
N 3.0066 -1.3262 -0.2147
C -1.6912 1.0928 -0.1215
H -2.4327 -0.6577 0.7750
H 2.1260 0.4096 0.6725
H 2.7204 -1.7439 0.6500
H 2.8586 0.5682 -1.0140
H -1.9724 2.2067 -0.1665
H 0.2381 1.5910 0.6090
C 2.2508 0.0084 -0.3695
C 0.8497 -0.4862 -0.9246
*
```

Lowest unoccupied orbital energy   1.181 eV
HOMO   -8.8 eV
Orbital gap   10.0 eV
SMILES   CCCCCCN

natural (NBO) atomic charge list, values in e, 5 entries:
1. H 0.2045
2. H 0.2171
3. H 0.2081
4. C -0.6230
5. C -0.4213

***

two:
Density functional theory data (ωB97M-V/def2-TZVPD) for an isolated molecule of C6H15N.

```
! wB97M-V def2-TZVPD RIJCOSX def2/J DEFGRID3
* xyz 0 1
C 0.1800 -1.3054 0.8437
H 0.6302 2.3134 1.7554
H -0.7004 -1.4858 1.5367
H 1.6088 -3.0049 0.8534
H 1.1521 -2.4096 -0.7246
H 1.5294 0.6276 0.3619
H -2.4026 -0.3263 0.0448
H -0.5727 1.0257 1.7926
N 0.6619 1.7236 -1.3352
C -0.1913 -0.3683 -0.2640
C 0.7302 -2.6151 0.2471
H -0.1442 -3.2888 0.2162
H -0.2969 1.8315 -1.5445
H -1.9988 -1.1930 -1.3912
H 0.9170 -0.8573 1.5432
C -1.5877 -0.2159 -0.6345
H -1.9637 0.6386 -1.2817
H -0.8828 2.4539 0.8117
H 1.1976 2.5097 -1.3432
C -0.1489 1.7898 1.0969
C 0.5116 1.0464 0.0146
H 0.3303 -0.8898 -1.1070
*
```

Lowest unoccupied orbital energy   1.033 eV
HOMO   -9.2 eV
Orbital gap   10.3 eV
SMILES   CC[C@@H](C)[C@H](C)N

natural (NBO) atomic charge list, values in e, 5 entries:
1. C -0.3982
2. H 0.2141
3. H 0.1991
4. H 0.2109
5. H 0.2017

***

Relative energies with respect to the most stable structure, expressed in eV: one 0.063; two 0.000.

***

one:
Density functional theory data (ωB97M-V/def2-TZVPD) for the ion C4H2NO3 with charge -1.

```
! wB97M-V def2-TZVPD RIJCOSX def2/J DEFGRID3
* xyz -1 1
H 1.8085 1.1107 -0.1104
C 1.3512 0.0470 0.1024
O 0.7442 -0.2847 1.2874
H 1.8797 -0.8663 -0.2090
N -1.1664 -2.4551 -0.5117
C -1.1096 1.0968 -0.1183
C -0.7075 -1.4648 -0.1780
O -0.4547 2.0046 -0.6226
C -0.0699 -0.1497 0.1840
O -2.2756 0.9616 0.1762
*
```

Lowest unoccupied orbital energy   3.940 eV
HOMO   -4.7 eV
Orbital gap   8.6 eV
SMILES   N#C[C@]1(C(=O)[O-])CO1

natural (NBO) atomic charge list, values in e, 5 entries:
1. H 0.2155
2. C -0.0972
3. O -0.4783
4. H 0.1610
5. N -0.3978

***

two:
Density functional theory data (ωB97M-V/def2-TZVPD) for the ion C4H2NO3 with charge -1.

```
! wB97M-V def2-TZVPD RIJCOSX def2/J DEFGRID3
* xyz -1 1
H 0.5119 0.0904 -1.2657
O -4.4085 -0.4025 0.5245
O -1.3551 -0.6762 -1.1813
C -0.2369 0.2453 0.7684
H 0.8022 0.4764 1.0212
C -1.0032 -0.1079 1.7990
C -3.3290 -0.6971 0.8799
N -2.3180 -0.9148 1.4164
O -1.0724 0.0880 2.9768
C -0.3832 -0.0945 -0.6324
*
```

Lowest unoccupied orbital energy   4.115 eV
HOMO   -4.3 eV
Orbital gap   8.4 eV
SMILES   O=C=NC(=O)/C=C\[O-]

natural (NBO) atomic charge list, values in e, 5 entries:
1. H 0.0867
2. O -0.6177
3. O -0.6584
4. C -0.6324
5. H 0.2001

***

Relative energies with respect to the most stable structure, expressed in eV: one 0.996; two 0.000.

***

one:
Density functional theory data (ωB97M-V/def2-TZVPD) for a cluster of 6 separate species, C18H39F2NO13 in total.

```
! wB97M-V def2-TZVPD RIJCOSX def2/J DEFGRID3
* xyz 0 1
H -3.1896 -1.6575 1.6701
O -0.8527 -3.2817 -0.4409
H 4.3412 -2.3784 -1.6755
H -2.8135 3.9983 -1.0911
C 4.3941 -1.6067 -0.8041
H -3.2390 0.3383 3.3007
H -3.2097 2.5665 -0.2345
C -2.6702 1.0560 -3.5762
H 1.7495 4.4664 0.5074
H -0.7588 4.6590 0.9863
H -0.5310 -4.6871 1.5574
O -1.5920 0.3249 2.2591
O -1.1468 3.0921 -0.2348
C 0.7037 -3.2627 2.8894
C 0.9804 3.7007 0.3887
H 4.9338 -0.7358 -1.2665
H -4.7030 -1.6809 -0.6619
O 1.3524 -5.2802 1.9333
H -3.1351 -1.4990 -0.7803
C -3.9886 -0.9320 -0.7660
F 6.4378 -1.5907 0.6156
H 0.3226 0.3800 -0.1785
C 2.5602 2.4732 -0.7190
H -0.1170 -5.1646 3.1602
O 3.1204 -1.1808 -0.3491
H -4.6074 -0.6503 1.7252
C -2.6064 3.3969 -0.3250
H -0.0225 -0.9090 -1.2408
O -3.5817 -0.0729 0.3098
H 3.1623 3.2689 -0.5305
F 0.0453 -2.6851 3.9568
O 2.0359 -0.6991 1.5313
H -1.4486 -0.0139 -0.6105
C -0.4157 4.2106 -0.0240
H 3.7079 1.4009 -2.1281
H -0.8713 1.5675 3.9763
H -1.0584 2.2705 2.6169
C -3.5956 -0.6003 1.4484
H 5.1745 -3.0548 0.4779
C -0.7680 1.4179 2.9423
H 0.3022 1.2125 2.8714
H -2.8764 4.0524 0.6618
H 1.2924 3.2216 1.3330
H -1.3225 -4.0716 -0.3319
H -0.6038 -0.8142 0.4795
H 0.5537 -2.6376 2.0735
C 5.0357 -2.0135 0.5019
H -1.6608 0.8576 -3.7632
O 4.1902 -1.3821 1.4604
O 3.4788 -5.0838 2.2969
O -2.8041 0.2361 -2.5178
H 0.7384 -0.4305 -3.7661
H -4.5441 -0.5771 -2.6582
H 2.1236 0.7694 -4.5012
O 1.3949 2.8252 -0.6982
C 0.1994 -4.6469 2.4010
C 2.3505 -4.6662 2.4054
H -2.5853 1.9548 -3.2370
C -2.8858 0.4838 2.3330
C -4.0232 0.0383 -1.9847
H -3.2154 0.9561 -4.4721
O 1.7518 0.7909 -2.3641
O 2.0915 -3.5755 3.0319
H -3.2330 1.5995 2.0057
C 3.0546 -1.0684 0.9305
H 2.4959 2.5346 -2.8841
H -4.3917 0.8784 -1.8498
N -0.3915 -0.3589 -0.4242
C 1.8281 0.1151 -3.6046
H -0.4153 4.9175 -0.8093
C 2.7877 1.7780 -2.0895
H 2.4846 -0.5535 -3.4537
H 2.6991 1.6931 0.0079
*
```

Lowest unoccupied orbital energy   0.483 eV
HOMO   -6.5 eV
Orbital gap   7.0 eV

Löwdin atomic charge list, values in e, 5 entries:
1. H 0.1732
2. O -0.5033
3. H 0.1800
4. H 0.0349
5. C -0.0434

***

two:
Density functional theory data (ωB97M-V/def2-TZVPD) for a cluster of 6 separate species, C18H39F2NO13 in total.

```
! wB97M-V def2-TZVPD RIJCOSX def2/J DEFGRID3
* xyz 0 1
H -3.5018 1.3471 0.8005
O -0.9484 -2.0079 -0.6422
O -5.8522 0.4584 -2.5497
C -0.5243 -6.5074 0.4858
C 1.7303 0.0065 0.8364
H -2.5464 0.5111 2.0400
C -2.4708 1.0227 0.9509
H 5.2424 2.3359 -0.8605
C 4.3745 2.5338 -0.0456
H 1.2069 6.1987 -3.2396
C 0.3614 6.8882 -2.8638
C 0.4339 5.7188 0.6162
H 1.6576 -2.7493 0.6978
H 3.7390 -3.6094 1.3541
H 4.4201 -4.4840 3.5071
H -0.0729 -1.3195 -4.3489
C 3.0140 -3.2234 2.0499
O -0.4246 4.7958 0.6163
N 0.2622 -1.7318 -3.5445
H -0.1075 3.6648 2.0924
H 2.6945 -4.1805 2.3399
H 1.1053 -2.0665 -3.6264
C -3.7219 -2.0388 -2.2063
F -3.4437 -5.4904 -0.2921
H 5.3468 -3.2991 3.3266
H -0.8458 -4.5277 -1.6482
C -2.2064 -5.0744 -0.1423
H 1.8468 6.4479 -0.9263
H -2.2777 -4.0913 0.2708
C -5.1625 -0.4212 -2.0859
H -1.8884 -5.6052 -2.1405
O -0.4191 -6.3709 -0.7752
O -0.0388 6.4754 -1.5849
O 3.4601 -2.8999 3.2749
H 2.8291 1.5157 1.7020
H 5.0069 2.7053 0.9583
H 1.4087 -0.2600 -0.0980
C -4.0988 -1.8350 -0.6812
H 0.8577 0.2277 1.5362
C 4.5136 -3.6085 3.8469
H -2.8544 -1.4905 -2.6260
C -2.0363 3.2450 1.6940
H 1.1690 5.4213 1.2424
H -4.7783 -2.4055 -0.3612
H -0.3926 -2.5089 -3.3935
F -3.6217 -3.3334 -2.6439
C 2.0486 -2.1554 1.4899
O 2.6042 -1.1492 1.2545
H -0.7057 -1.6147 0.1620
C 0.9300 5.8487 -0.7608
H -3.2209 -1.7806 0.0264
H -2.9260 3.6578 1.1407
C 2.4105 1.3775 0.7601
C -0.8435 4.1415 1.8329
O 0.2657 -7.1203 1.1729
O 3.5955 1.2935 -0.0234
H 3.8721 3.3977 -0.3313
H -0.5998 7.0577 -3.6867
H 0.2049 -1.0648 -2.7953
H 0.4761 8.0030 -2.7402
C -1.3099 -5.4237 -1.3200
H -1.0845 4.9848 2.5145
H 1.1277 4.8991 -1.3632
O -4.6644 -1.2057 -2.8797
O -1.6587 2.2342 0.7678
H -2.1432 2.8910 2.5772
O -4.7450 -0.6188 -0.8265
H 4.6203 -3.3118 4.8962
H 1.7164 2.1929 0.6554
H -0.0139 6.7173 1.1500
H -2.0343 0.2742 0.3303
H 1.1452 -2.1751 2.1537
O -1.5130 -5.7305 0.9300
*
```

Lowest unoccupied orbital energy   -1.314 eV
HOMO   -8.1 eV
Orbital gap   6.8 eV

Löwdin atomic charge list, values in e, 5 entries:
1. H 0.0776
2. O -0.4274
3. O 0.1431
4. C -0.6143
5. C -0.0489

***

Relative energies with respect to the most stable structure, expressed in eV: one 0.000; two 2.023.

***

one:
Density functional theory data (ωB97M-V/def2-TZVPD) for an isolated molecule of C3H2N2O2.

```
! wB97M-V def2-TZVPD RIJCOSX def2/J DEFGRID3
* xyz 0 1
N -0.2050 2.0105 0.5906
C -0.1197 0.7832 0.3446
H -0.3366 2.5556 -0.2627
C 0.0356 -0.1916 1.4172
N 0.1186 -1.0569 2.1789
C 0.1576 -1.1092 -1.0724
H -0.6965 -1.7475 -1.3222
O -0.2725 0.2051 -0.8865
O 1.2899 -1.4504 -0.9727
*
```

Lowest unoccupied orbital energy   0.026 eV
HOMO   -11.7 eV
Orbital gap   11.7 eV
SMILES   [H]/N=C(/C#N)OC=O

natural (NBO) atomic charge list, values in e, 5 entries:
1. N -0.5678
2. C 0.4585
3. H 0.3649
4. C 0.1822
5. N -0.2298

***

two:
Density functional theory data (ωB97M-V/def2-TZVPD) for an isolated molecule of C3H2N2O2.

```
! wB97M-V def2-TZVPD RIJCOSX def2/J DEFGRID3
* xyz 0 1
N 1.9923 -0.6178 0.5414
O -2.2823 0.4977 -0.9862
N 0.6817 0.2437 0.5862
H 2.3655 1.0112 -0.9238
O -0.3531 -1.7031 -0.1712
C 1.8652 0.3637 -0.2014
H -2.1507 0.4913 1.0341
C -1.7212 0.2407 0.0456
C -0.3974 -0.5274 0.0753
*
```

Lowest unoccupied orbital energy   0.030 eV
HOMO   -10.0 eV
Orbital gap   10.0 eV
SMILES   O=CC(=O)N1C=N1

natural (NBO) atomic charge list, values in e, 5 entries:
1. N -0.1397
2. O -0.4640
3. N -0.4011
4. H 0.2381
5. O -0.4869

***

Relative energies with respect to the most stable structure, expressed in eV: one 0.000; two 2.711.

***

one:
Density functional theory data (ωB97M-V/def2-TZVPD) for an isolated molecule of C3H2N2O2.

```
! wB97M-V def2-TZVPD RIJCOSX def2/J DEFGRID3
* xyz 0 1
C -0.5431 0.6393 1.2214
H -1.3498 -0.7772 -1.7913
C -0.6591 -0.3796 -0.9017
O 0.8271 0.0927 1.4500
H 1.6351 -0.7201 -1.5617
N -1.2213 0.4318 -0.0051
O -0.9500 1.2860 2.1692
N 1.5142 -0.2710 0.2504
C 0.7468 -0.3019 -0.8311
*
```

Lowest unoccupied orbital energy   -1.767 eV
HOMO   -10.5 eV
Orbital gap   8.7 eV
SMILES   O=c1nccno1

natural (NBO) atomic charge list, values in e, 5 entries:
1. C 0.8040
2. H 0.2466
3. C 0.1088
4. O -0.3463
5. H 0.2529

***

two:
Density functional theory data (ωB97M-V/def2-TZVPD) for an isolated molecule of C3H2N2O2.

```
! wB97M-V def2-TZVPD RIJCOSX def2/J DEFGRID3
* xyz 0 1
C -0.9434 1.2661 -0.2632
N -0.4832 0.4643 0.6910
C 0.3972 -0.4060 0.2879
H 1.7765 -1.8283 0.5797
H 1.1655 -1.1159 2.0323
C -0.4388 0.5005 -1.6095
O -1.0665 0.0107 -2.4557
N 1.1569 -1.1652 1.0170
O -1.5641 2.2739 -0.2795
*
```

Lowest unoccupied orbital energy (spin up / spin down)   -0.593 / -0.595 eV
HOMO (spin up / spin down)   -8.8 / -8.8 eV
Orbital gap (spin up / spin down)   8.2 / 8.2 eV

natural (NBO) atomic charge list, values in e, 5 entries:
1. C 0.6018
2. N -0.5798
3. C 0.3257
4. H 0.4104
5. H 0.3936

***

Relative energies with respect to the most stable structure, expressed in eV: one 1.435; two 0.000.

***

one:
Density functional theory data (ωB97M-V/def2-TZVPD) for a cluster of 2 separate species, C3H2N2O2 in total.

```
! wB97M-V def2-TZVPD RIJCOSX def2/J DEFGRID3
* xyz 0 1
C -0.5685 -1.2467 0.2553
H -0.6461 -1.6866 1.2641
O -1.5013 -1.0579 -0.4622
O 2.7765 0.1085 0.0897
H -1.7553 1.6937 -0.9464
N 0.0976 1.8163 0.2281
N 0.7221 -0.9913 -0.1093
C -0.8693 1.7560 -0.3715
C 1.7443 -0.3920 0.0522
*
```

Lowest unoccupied orbital energy   0.670 eV
HOMO   -11.2 eV
Orbital gap   11.9 eV
SMILES   O=C=NC=O.C#N

natural (NBO) atomic charge list, values in e, 5 entries:
1. C 0.5575
2. H 0.1318
3. O -0.5251
4. O -0.4662
5. H 0.2423

***

two:
Density functional theory data (ωB97M-V/def2-TZVPD) for an isolated molecule of C3H2N2O2.

```
! wB97M-V def2-TZVPD RIJCOSX def2/J DEFGRID3
* xyz 0 1
C -0.8697 -0.4308 0.0826
O 0.3943 -0.7126 -0.4099
H -1.8232 -2.1021 -0.1608
C 1.4568 0.2587 -0.2602
N -0.1992 1.9613 0.5448
H 1.7868 0.4264 0.7775
N -1.9078 -1.1386 0.1655
C -0.7969 0.9727 0.4647
O 1.9588 0.7649 -1.2041
*
```

Lowest unoccupied orbital energy   -0.037 eV
HOMO   -11.6 eV
Orbital gap   11.5 eV
SMILES   [H]/N=C(/C#N)OC=O

natural (NBO) atomic charge list, values in e, 5 entries:
1. C 0.4688
2. O -0.5362
3. H 0.3742
4. C 0.6505
5. N -0.2568

***

Relative energies with respect to the most stable structure, expressed in eV: one 0.000; two 0.871.